1.
A structure of composition C6H19N5P in a non-equilibrium geometry, computed with the ωB97M-V functional and the def2-TZVPD basis.

CARTESIAN COORDINATES (ANGSTROEM)
C -2.24069 -0.27017 -0.87214
C -1.61767 -0.79739 1.87640
C 1.83779 1.72516 0.64173
C -0.10997 2.67059 -0.23505
C 1.66797 -1.91057 0.67818
C 1.59220 -1.85775 -1.73710
N -1.03208 0.06069 -1.56418
N -1.32693 -0.18594 0.63288
N 0.60319 1.46010 0.01357
N 0.98411 -1.44372 -0.49601
N -3.37093 0.53009 -0.94872
P -0.02305 0.00860 -0.27598
H -2.60357 -1.31069 -1.16324
H -2.70148 -0.90436 1.98609
H -0.95819 -1.64238 1.84179
H -1.41081 -0.13393 2.82246
H 1.78441 2.11425 1.64653
H 2.25820 0.80463 0.83315
H 2.50217 2.52718 0.15466
H -0.36134 3.08484 0.70972
H 0.72252 3.34701 -0.64256
H -0.92596 2.44496 -0.96151
H 1.11824 -1.37242 1.56687
H 1.58976 -2.95820 0.74684
H 2.73340 -1.54913 0.64666
H 1.16132 -1.37002 -2.62256
H 2.76984 -1.69742 -1.71279
H 1.43545 -2.94504 -1.85102
H -1.09469 0.26334 -2.55789
H -4.22910 0.13499 -0.49534
H -3.27402 1.50432 -1.00083

Results
Orbital gap (alpha / beta)   5.7 / 5.3 eV
⟨S²⟩   2.01
HOMO level (alpha / beta)   -8.070 / -12.138 eV
Charge   +1
Spin multiplicity   3

Atomic partial charges in e from the Mulliken method, atoms 1 to 4: atom 1 (C): -0.394, atom 2 (C): -0.809, atom 3 (C): -0.794, atom 4 (C): -0.993

---

2.
An isolated molecule of C15H20O3 in a non-equilibrium geometry, computed with the ωB97M-V functional and the def2-TZVPD basis.

CARTESIAN COORDINATES (ANGSTROEM)
O 2.98512 0.80366 1.14246
O -0.40185 0.31358 0.50986
O 2.53316 -0.92028 -0.86823
C 2.34977 -0.04240 1.82983
C 2.29440 0.34198 3.24110
C -1.25363 0.99951 -2.28277
C -2.00212 1.15672 -3.51179
C 1.00182 0.41053 3.74464
C -0.18971 0.10366 -1.87993
C 0.20561 -0.20325 -0.57311
C -1.77882 0.21826 -4.62380
C -3.02049 2.28384 -3.65565
C 0.64436 1.05740 5.07766
C -0.17126 -0.23430 3.10223
C 0.84380 -2.76702 -0.67444
C 1.34022 -1.01037 1.16969
C -0.06492 -0.60969 1.53552
C 1.28374 -1.23753 -0.27655
H 2.97720 -0.16631 -0.39468
H 3.08516 0.83304 3.80874
H -1.38058 1.80895 -1.55439
H 0.33919 -0.38244 -2.74133
H -1.10291 0.41023 -5.41579
H -1.21361 -0.60219 -4.22194
H -2.72245 -0.08922 -5.07208
H -3.05461 2.91086 -2.83213
H -4.00237 1.88625 -3.84577
H -2.74419 2.93170 -4.43015
H -0.30928 1.65503 4.97816
H 0.40041 0.32670 5.81999
H 1.44462 1.66699 5.43322
H -0.21816 -1.27361 3.53363
H -1.15536 0.22481 3.25907
H 1.51699 -3.46063 -0.28808
H 0.80201 -2.77148 -1.76426
H -0.10766 -3.09030 -0.39325
H 1.53380 -1.95532 1.71767
H -0.68740 -1.52735 1.39667

Results
Orbital gap   7.4 eV
Energy above the lowest of the compared OMol25 structures with the same formula, charge and spin   112.3 kcal per mole
HOMO level   -7.213 eV
Charge   0

Atomic partial charges in e from the Mulliken method, atoms 1 to 4: atom 1 (O): -0.699, atom 2 (O): -0.505, atom 3 (O): -0.665, atom 4 (C): 0.774

---

3.
A cluster of 14 separate species, C6H37NO14 in total in a non-equilibrium geometry, computed with the ωB97M-V functional and the def2-TZVPD basis.

CARTESIAN COORDINATES (ANGSTROEM)
O 0.55165 2.13640 2.59271
C 0.40361 2.20074 1.34082
C 1.59301 1.64423 0.65520
C 1.20502 0.96291 -0.66844
C 0.46498 -0.25325 -0.42108
C 0.69312 -1.40496 -1.11853
N -0.35382 -2.42566 -1.13798
C 0.07377 -3.72057 -0.67980
H -0.48046 2.74160 0.77050
H 2.21490 0.88403 1.19531
H 2.19697 2.45420 0.65728
H 2.19576 0.72655 -1.24322
H 0.73237 1.69456 -1.39153
H -0.16496 -0.41327 0.32285
H 1.35934 -1.49088 -1.96045
H -1.26371 -2.32288 -0.80226
H 0.95377 -4.02773 -1.31689
H -0.67065 -4.54340 -0.84122
H 0.10942 -4.03895 0.45661
H -2.96848 3.36097 2.38023
H -2.62442 1.83141 2.98659
O -3.21167 2.43529 2.56139
H -2.62914 1.32885 -2.85245
H -1.78694 1.94964 -3.85331
O -2.48670 1.29464 -3.70903
H -4.12608 0.89368 2.39504
H -4.12783 -0.13365 1.23701
O -4.39904 0.01781 2.13540
H -2.71360 -1.40980 -2.97040
H -1.90219 -2.59185 -2.59015
O -2.86656 -2.29407 -2.59531
H 3.81170 0.02136 -3.46203
H 3.57052 -0.02155 -2.01175
O 3.55813 0.58291 -2.75250
H 4.73123 -1.07962 -0.33966
H 3.33315 -1.37508 0.14611
O 3.89260 -1.31041 -0.61481
H 2.00002 -0.14459 4.12157
H 2.01107 1.18982 3.19189
O 2.58900 0.50952 3.58382
H -4.04617 1.71705 0.75691
H -4.06718 0.64211 -0.36324
O -4.10677 1.60280 -0.15979
H 3.25534 -3.70525 1.27302
H 1.81576 -3.99246 1.24751
O 2.68808 -4.28880 1.67598
H 1.51775 -0.86856 2.03740
H 2.42001 -1.94874 2.47757
O 1.65365 -1.72837 1.96552
H 3.43042 2.43879 -1.60072
H 4.46511 2.04338 -0.48967
O 4.13542 2.73811 -0.98334
H -3.64510 -1.76721 0.12882
H -3.50661 -1.62690 -1.36744
O -3.38310 -1.11731 -0.44576
H -1.82413 1.87309 -0.99858
H -2.54870 3.23756 -1.00348
O -1.75876 2.78133 -1.13015

Results
Orbital gap   9.2 eV
Energy above the lowest of the compared OMol25 structures with the same formula, charge and spin   157.9 kcal per mole
HOMO level   -9.147 eV
Charge   0

Atomic partial charges in e from the Mulliken method, atoms 1 to 4: atom 1 (O): -0.659, atom 2 (C): 0.400, atom 3 (C): -0.648, atom 4 (C): 1.382

---

no.,M (g mol⁻¹)
1,192.227
2,248.322
3,347.355